Below is a structure of composition C24H42BaN6 at a distorted geometry, with properties calculated with ωB97M-V/def2-TZVPD.

Each line ends with the Löwdin charge.
Geometry (Å):
Ba 5.44662 -19.95221 22.39106  1.6423
C -0.06738 -21.01711 23.60571  -0.1053
C -0.07127 -21.43534 22.13411  -0.2406
C 0.41164 -20.31728 21.21692  -0.1638
C 1.67931 -19.67300 21.60083  -0.1969
N 2.64744 -19.12596 21.87854  0.0672
H -0.56129 -20.04936 23.72506  0.0872
H 0.94552 -20.91180 23.99611  0.0517
H -0.63949 -21.72957 24.19816  0.0861
H -1.08766 -21.69590 21.83484  0.1191
H 0.48154 -22.36484 21.97992  0.1084
H -0.34539 -19.53427 21.15375  0.1355
H 0.54805 -20.69881 20.20147  0.1189
C 1.17596 -21.38052 27.06938  -0.1025
C 1.07225 -19.87229 26.89320  -0.2532
C 2.41157 -19.15949 26.91004  -0.1595
C 3.33277 -19.48181 25.81351  -0.1844
N 4.03615 -19.71035 24.94334  0.0518
H 0.20270 -21.85886 27.17020  0.0817
H 1.81957 -21.69394 27.89217  0.0806
H 1.61046 -21.84282 26.17409  0.0618
H 0.41931 -19.45084 27.66096  0.1207
H 0.48431 -19.66582 25.99358  0.0930
H 2.91945 -19.34368 27.85743  0.1322
H 2.23885 -18.08202 26.83132  0.1319
C 4.66498 -23.16746 16.79802  -0.0950
C 3.87029 -23.85563 17.90762  -0.2343
C 2.99728 -22.87321 18.71174  -0.1648
C 3.83517 -21.89183 19.37994  -0.2064
N 4.49743 -21.11171 19.90050  0.0484
H 4.04967 -22.91231 15.93021  0.0834
H 5.44040 -23.82844 16.41778  0.0792
H 5.06731 -22.20522 17.12369  0.0688
H 4.57581 -24.40842 18.52691  0.1010
H 3.19159 -24.57134 17.44174  0.1172
H 2.36941 -23.39940 19.43405  0.1231
H 2.28032 -22.35064 18.07335  0.1345
C 5.19449 -14.17228 21.11542  -0.0890
C 6.42894 -14.26529 22.02672  -0.2449
C 6.09940 -14.82954 23.40151  -0.1736
C 5.52979 -16.16574 23.37379  -0.1967
N 5.08038 -17.22132 23.35715  0.0472
H 5.50602 -13.69518 20.19085  0.0803
H 4.42486 -13.58769 21.62031  0.0825
H 4.76663 -15.15479 20.91556  0.0664
H 6.89914 -13.28635 22.11186  0.1171
H 7.20450 -14.87155 21.54928  0.1121
H 5.41289 -14.17323 23.94510  0.1366
H 6.95410 -14.93531 24.08195  0.1325
C 7.94033 -25.09079 19.43940  -0.1008
C 7.62183 -25.30945 20.92175  -0.2359
C 8.21489 -24.21492 21.82338  -0.1542
C 7.71709 -22.89210 21.42081  -0.2055
N 7.30123 -21.86630 21.11571  0.0538
H 7.27207 -25.71407 18.83609  0.0762
H 8.92935 -25.43929 19.14469  0.0831
H 7.76089 -24.06742 19.10727  0.0655
H 7.95941 -26.31161 21.17831  0.1176
H 6.53655 -25.31285 21.04512  0.1061
H 9.30121 -24.20059 21.71764  0.1355
H 7.96687 -24.35537 22.87356  0.1057
C 8.86357 -23.69266 25.94322  -0.1007
C 8.71972 -22.54111 26.92728  -0.2478
C 8.96800 -21.14869 26.32983  -0.1562
C 8.09130 -20.82596 25.19643  -0.1747
N 7.41000 -20.57843 24.30768  0.0205
H 8.94362 -24.62128 26.50953  0.0837
H 9.73226 -23.56663 25.29684  0.0813
H 7.97890 -23.83700 25.32005  0.0597
H 9.38086 -22.61655 27.79143  0.1187
H 7.72924 -22.57040 27.39207  0.1162
H 10.00521 -21.09639 25.99870  0.1329
H 8.78285 -20.40343 27.10376  0.1298

Calculated values
LUMO level ... -4.74 eV
Electronic energy ... -1293.34441 hartree
Total charge ... +2

Below is a cluster of 6 separate species, C23H58FO8P2 in total at a distorted geometry, with properties calculated with ωB97M-V/def2-TZVPD.

Each line ends with the Löwdin charge.
Geometry (Å):
C 3.62821 7.03694 -0.02409  -0.0631
C 3.81348 5.96107 -0.77983  -0.2733
P 4.45669 4.56341 -1.97636  0.3544
F 4.30077 5.75015 -3.28094  -0.4562
C 4.54408 3.33397 -0.50430  -0.4335
P 6.30639 3.38552 0.22298  0.6133
O 7.30120 2.87686 -0.86037  -0.4141
O 6.38440 2.21380 1.51149  -0.2383
O 6.74404 4.97083 0.77962  -0.2526
H 3.67193 8.11458 0.39280  0.0030
H 3.07456 4.19589 -2.19982  -0.0158
H 4.95631 3.56697 -2.89446  -0.0253
H 5.83308 4.99825 -1.74614  -0.0256
H 4.33112 2.24777 -0.85935  0.0731
H 3.82925 3.65336 0.35592  0.0411
H 6.89651 2.65830 2.24429  0.0609
H 7.22734 5.43446 0.03965  0.0748
C 1.08081 -0.23177 3.33326  -0.0802
C 2.36074 0.26251 2.68051  -0.2727
O 2.14385 1.27246 1.70269  -0.1731
C 1.52350 2.47099 2.15739  -0.2762
C 2.31222 3.18712 3.23995  -0.0757
H 0.39082 -0.61728 2.57528  0.0689
H 1.30023 -1.02936 4.04871  0.0740
H 0.56366 0.56497 3.87133  0.0631
H 2.83672 -0.57546 2.16479  0.1173
H 3.07785 0.61021 3.43053  0.1050
H 0.49885 2.26410 2.48575  0.0987
H 1.44191 3.12890 1.28735  0.1175
H 2.42062 2.57685 4.13934  0.0621
H 1.81121 4.11664 3.52303  0.0785
H 3.31872 3.42642 2.88390  0.0737
C 0.13234 -3.80612 -1.91996  -0.0822
C 0.04398 -3.00170 -0.63354  -0.2791
O 1.22991 -2.27757 -0.33526  -0.1661
C 1.63991 -1.31226 -1.29881  -0.2657
C 0.60852 -0.22432 -1.54064  -0.0686
H 0.97092 -4.50879 -1.87447  0.0802
H -0.79125 -4.36956 -2.08109  0.0685
H 0.28874 -3.16734 -2.79091  0.0629
H -0.11938 -3.69035 0.19991  0.1110
H -0.81755 -2.32683 -0.64922  0.1034
H 1.91846 -1.80855 -2.23483  0.1044
H 2.55262 -0.85206 -0.90994  0.1188
H -0.32625 -0.62668 -1.93693  0.0515
H 0.98945 0.50810 -2.25733  0.0835
H 0.37177 0.29175 -0.60526  0.0768
C -2.97006 0.42910 1.59641  -0.0716
C -3.64442 1.39630 2.55507  -0.2790
O -3.22399 2.74443 2.38962  -0.1630
C -3.46059 3.32773 1.11369  -0.2739
C -4.92905 3.36252 0.72621  -0.0842
H -1.88203 0.47419 1.71023  0.0710
H -3.30251 -0.59441 1.79118  0.0786
H -3.19914 0.66100 0.55470  0.0617
H -3.38686 1.11305 3.57898  0.1164
H -4.73436 1.32786 2.48135  0.1017
H -2.86275 2.81935 0.34990  0.1068
H -3.08508 4.35346 1.16713  0.1207
H -5.35681 2.36054 0.65161  0.0623
H -5.05488 3.85431 -0.24212  0.0735
H -5.50881 3.91061 1.47510  0.0795
C 0.43949 -7.49576 2.43442  -0.0805
C -0.84768 -6.81791 2.87478  -0.2789
O -1.51349 -6.12763 1.82494  -0.1661
C -1.92189 -6.91290 0.71133  -0.2828
C -2.89106 -8.02386 1.07754  -0.0840
H 1.12914 -6.76293 2.00332  0.0842
H 0.92601 -7.97886 3.28621  0.0765
H 0.25950 -8.26012 1.67643  0.0633
H -0.60821 -6.07095 3.63583  0.1191
H -1.52744 -7.53324 3.34805  0.1028
H -1.04552 -7.30947 0.18767  0.1059
H -2.41536 -6.23038 0.01350  0.1165
H -2.44795 -8.74194 1.77057  0.0639
H -3.20052 -8.56881 0.18167  0.0763
H -3.78133 -7.61008 1.56049  0.0820
C -3.58399 -0.81612 -4.63299  -0.0811
C -3.67077 -0.01132 -3.34641  -0.2822
O -2.48461 0.71314 -3.04930  -0.1767
C -2.07435 1.67803 -4.01141  -0.2720
C -3.10461 2.76748 -4.25400  -0.0784
H -2.74533 -1.51856 -4.58850  0.0804
H -4.50753 -1.37960 -4.79268  0.0751
H -3.42899 -0.17731 -5.50411  0.0647
H -3.83274 -0.69935 -2.51239  0.1156
H -4.53250 0.66325 -3.36137  0.1031
H -1.79575 1.18245 -4.94747  0.1072
H -1.16131 2.13627 -3.62130  0.1226
H -4.03938 2.36624 -4.65153  0.0626
H -2.72195 3.49944 -4.97006  0.0799
H -3.34183 3.28367 -3.31890  0.0777

Calculated values
LUMO level ... 1.99 eV
Electronic energy ... -2295.49337 hartree
Total charge ... -1

Below is a structure of composition C33H31IN8O4SSc at a distorted geometry, with properties calculated with ωB97M-V/def2-TZVPD.

Each line ends with the Löwdin charge.
Geometry (Å):
Sc 0.02389 0.01810 0.57201  1.1328
N -2.21583 -0.52940 4.09520  0.1514
C -1.42580 0.41401 4.72243  0.0265
C -0.73154 1.02466 3.71462  -0.3816
N -1.09036 0.48288 2.51747  0.0982
C -1.99028 -0.46281 2.77554  -0.2434
C -2.55073 -1.21211 1.67378  -0.2618
N -2.10154 -1.01285 0.44691  0.0188
C -2.78815 -1.87927 -0.36058  -0.0849
C -3.66796 -2.60101 0.38574  -0.0418
N -3.50363 -2.16691 1.67773  0.1426
H -2.83438 -1.15460 4.58280  0.1711
H -1.38797 0.54743 5.78839  0.1409
H 0.54000 2.21160 2.95240  0.0830
H -2.60822 -1.92502 -1.42118  0.1199
H -4.37452 -3.36533 0.11597  0.1251
H -4.01504 -2.51212 2.47170  0.1685
C 4.12489 -3.79740 -0.71118  -0.0689
C 2.81799 -3.76154 -1.17679  -0.0659
C 2.10927 -2.57189 -1.16872  -0.0356
C 2.71076 -1.41031 -0.69795  -0.2551
C 4.02934 -1.43933 -0.24684  -0.0165
C 4.72904 -2.63256 -0.25304  -0.0653
N 1.93530 -0.21280 -0.64590  -0.0164
N 2.60818 0.83754 -0.73944  0.1133
C 1.97520 2.05194 -0.48566  -0.3040
C 2.66237 3.19178 -0.91046  -0.0170
C 2.14433 4.43764 -0.62130  -0.0660
C 0.97338 4.52817 0.12269  -0.0580
C 0.31758 3.37832 0.55366  -0.1324
C 0.77556 2.09347 0.26190  -0.1597
H 4.66795 -4.73354 -0.70227  0.1092
H 2.34698 -4.66144 -1.55051  0.1108
H 1.09278 -2.54109 -1.53722  0.1117
H 4.47996 -0.53042 0.12746  0.1136
H 5.74882 -2.65744 0.10869  0.1118
H 3.58419 3.07335 -1.46703  0.1176
H 2.65282 5.33413 -0.94998  0.1104
H 0.56793 5.50114 0.37116  0.1111
H -0.58961 3.51436 1.13593  0.0858
I -5.14164 3.78864 1.82732  0.9023
C -4.07287 2.91997 0.25306  -0.7022
C -4.50818 3.02453 -1.05784  -0.1175
C -3.74136 2.42612 -2.04457  -0.0412
C -2.58837 1.75102 -1.68007  -0.1226
N -2.17339 1.64175 -0.41829  0.0341
C -2.90669 2.22522 0.52875  -0.2332
H -5.41676 3.55753 -1.30297  0.1061
H -4.03547 2.48569 -3.08336  0.1145
H -1.96300 1.28643 -2.43486  0.1159
H -2.55156 2.13566 1.54670  0.0773
C 6.65093 2.96153 3.24157  -0.0450
C 5.49538 2.12247 3.71709  -0.2640
C 4.31801 2.04316 2.98250  -0.0300
C 3.25902 1.25643 3.42147  -0.0826
C 3.38586 0.53639 4.59568  -0.3516
C 4.54345 0.61980 5.35641  -0.0574
C 5.58587 1.41380 4.91799  -0.0272
S 2.06161 -0.54360 5.16724  0.9315
O 0.15035 2.01652 3.81849  0.1062
O 2.06013 -0.50404 6.64171  -0.4808
N 2.89606 -2.02045 4.84932  -0.2188
C 2.87879 -2.65920 3.53482  -0.2231
C 1.50723 -2.96914 2.89577  -0.0629
C 0.95963 -1.90597 1.98026  -0.6033
O 0.14256 -2.21642 1.07320  -0.0483
O 1.31410 -0.68896 2.08774  -0.1062
H 6.49899 3.29733 2.21693  0.0739
H 7.58166 2.39565 3.28748  0.0831
H 6.77066 3.84432 3.87279  0.0876
H 4.22002 2.60514 2.06059  0.1069
H 2.34413 1.20972 2.84406  0.0646
H 4.60098 0.06981 6.28804  0.1157
H 6.48747 1.49259 5.51448  0.1196
H 2.58598 -2.64563 5.58874  0.0876
H 3.39907 -3.60628 3.66594  0.1214
H 3.46583 -2.05038 2.84304  0.1125
H 0.77840 -3.13386 3.69656  0.1309
H 1.54927 -3.87471 2.29089  0.1260

Calculated values
LUMO level ... -3.44 eV
Energy relative to the best compared isomer or geometry (same formula, charge and spin) ... 26.9 kcal per mole
Electronic energy ... -3471.66001 hartree
Total charge ... +1

> Number 3 is which compound?

C33H31IN8O4SSc

> Which of these has the highest LUMO level?

C23H58FO8P2

> Among the records above, which one has the lowest total charge?

C23H58FO8P2

> The highest electronic energy belongs to which entry?

C24H42BaN6